Here is 2 unconnected molecules or ions with the total composition C2HNOS2 in a non-equilibrium geometry from the OMol25 dataset. Energies are from the ωB97M-V functional and the def2-TZVPD basis.

## Properties
Multiplicity: 3
E (eV): -27293.2103
LUMO level (spin up / spin down) (Ha): 0.023 / -0.088
Kohn-Sham gap (spin up / spin down) (eV): 6.48 / 6.78

Structure (XYZ):
```
7
C2HNOS2, DFT the ωB97M-V functional and the def2-TZVPD basis
C -1.85980 -1.26299 -0.47432
C 1.69999 2.14157 0.39448
N -0.87957 -1.65876 0.02961
O 1.27034 3.13783 0.74934
S 2.07463 0.78235 -0.23218
S 0.47046 -2.34602 0.24591
H -2.77604 -0.79397 -0.71284
```